No. 1
Entry from the OMol25 dataset: a molecular structure, C38H34N2O2P2PtS at a distorted geometry (ωB97M-V/def2-TZVPD).

The value obtained for the HOMO-LUMO gap (spin up / spin down) is 8.3 / 6.6 eV. The spin multiplicity is 3. Its charge is +2. The lowest unoccupied orbital energy (spin up / spin down) is -5.04 / -7.51 eV.

XYZ file:
```
80
Properties=species:S:1:pos:R:3:lowdin_charge:R:1
Pt 0.248 -0.568 -0.850 0.81
O 0.065 -1.769 1.195 -0.64
S -0.120 -1.248 2.573 1.07
C 0.559 0.483 2.709 -0.33
C 0.181 1.303 3.758 -0.06
C 0.814 2.495 3.968 -0.02
C 2.000 2.747 3.234 -0.02
C 2.456 1.873 2.295 -0.07
C 1.674 0.792 1.957 -0.33
P 2.229 -0.200 0.492 1.00
C 2.913 -1.775 1.077 -0.40
C 3.194 -2.787 0.142 -0.10
C 3.615 -4.042 0.571 -0.07
C 3.859 -4.285 1.907 -0.05
C 3.643 -3.263 2.870 -0.03
C 3.186 -2.005 2.443 -0.08
C 3.636 0.652 -0.148 -0.38
C 4.888 0.044 -0.118 -0.06
C 6.031 0.772 -0.336 -0.04
C 5.940 2.120 -0.685 -0.03
C 4.692 2.729 -0.808 -0.06
C 3.544 1.974 -0.621 -0.11
C -1.834 -0.753 2.631 -0.36
C -2.487 -0.883 3.898 -0.03
C -3.805 -0.333 4.068 -0.01
C -4.378 0.352 2.996 -0.05
C -3.716 0.427 1.806 -0.11
C -2.494 -0.153 1.515 -0.30
P -1.960 -0.314 -0.222 0.99
C -2.607 -1.999 -0.619 -0.35
C -1.739 -2.957 -1.102 -0.12
C -2.181 -4.211 -1.458 -0.05
C -3.526 -4.522 -1.288 -0.05
C -4.453 -3.562 -0.867 -0.03
C -3.961 -2.307 -0.462 -0.06
C -2.845 0.861 -1.282 -0.38
C -3.027 2.144 -0.851 -0.15
C -3.668 3.058 -1.632 -0.07
C -4.152 2.691 -2.934 -0.01
C -3.908 1.348 -3.373 -0.05
C -3.300 0.447 -2.538 -0.08
H -0.659 1.065 4.398 0.12
H 0.484 3.203 4.674 0.11
H 2.506 3.686 3.482 0.13
H 3.334 2.038 1.695 0.10
H 3.026 -2.566 -0.928 0.12
H 3.670 -4.906 -0.105 0.12
H 4.059 -5.311 2.230 0.12
H 3.817 -3.435 3.926 0.11
H 3.029 -1.191 3.169 0.12
H 4.983 -0.935 0.279 0.09
H 6.977 0.292 -0.257 0.11
H 6.871 2.605 -0.888 0.11
H 4.585 3.798 -1.088 0.13
H 2.584 2.467 -0.706 0.10
H -1.950 -1.365 4.680 0.10
H -4.299 -0.435 5.007 0.11
H -5.409 0.803 3.124 0.15
H -4.248 0.885 0.980 0.11
H -0.684 -2.778 -1.177 0.06
H -1.475 -4.926 -1.785 0.11
H -3.893 -5.501 -1.566 0.12
H -5.483 -3.880 -0.861 0.11
H -4.609 -1.507 -0.183 0.10
H -2.696 2.491 0.164 0.13
H -3.895 4.033 -1.190 0.12
H -4.685 3.438 -3.526 0.11
H -4.338 1.022 -4.339 0.13
H -3.220 -0.545 -2.917 0.11
C -0.083 3.345 -3.553 -0.04
N 0.333 2.039 -2.965 0.03
C 0.430 0.895 -3.663 -0.63
N 0.399 0.984 -4.976 0.23
O 0.589 -0.175 -3.045 -0.12
H 0.791 3.936 -3.844 0.09
H -0.624 3.961 -2.812 0.09
H -0.823 3.192 -4.359 0.09
H 0.426 1.891 -1.951 0.10
H 0.468 1.838 -5.443 0.09
H 0.500 0.169 -5.589 0.15
```



No. 2
Entry from the OMol25 dataset: a molecular structure, C38H34N5O5PtS (ωB97M-V/def2-TZVPD).

The value obtained for the HOMO-LUMO gap is 8.3 eV. Its charge is +1. The lowest unoccupied orbital energy is -2.78 eV.

XYZ file:
```
84
Properties=species:S:1:pos:R:3:lowdin_charge:R:1
Pt -0.588 0.477 -0.733 1.17
O 1.561 -0.255 1.041 -0.04
C 2.552 -0.756 0.137 -0.32
C 1.879 -1.274 -1.161 -0.56
O 2.479 -2.083 -1.839 0.09
O 0.713 -0.818 -1.527 -0.23
C 3.300 -1.925 0.779 -0.14
C 4.664 -2.117 0.596 0.00
C 5.308 -3.194 1.184 -0.06
C 4.598 -4.096 1.966 -0.07
C 3.235 -3.921 2.139 -0.08
C 2.590 -2.848 1.539 -0.04
C 3.506 0.390 -0.203 -0.17
C 4.041 1.130 0.850 -0.03
C 4.948 2.148 0.611 -0.07
C 5.330 2.449 -0.691 -0.09
C 4.803 1.717 -1.743 -0.07
C 3.899 0.687 -1.501 -0.02
H 1.662 -0.722 1.876 0.09
H 5.231 -1.424 -0.012 0.12
H 6.371 -3.327 1.034 0.11
H 5.105 -4.930 2.432 0.11
H 2.667 -4.626 2.732 0.10
H 1.513 -2.763 1.644 0.11
H 3.750 0.895 1.866 0.13
H 5.367 2.702 1.442 0.11
H 6.047 3.237 -0.881 0.11
H 5.110 1.927 -2.760 0.11
H 3.529 0.096 -2.330 0.12
N -4.300 0.792 3.373 0.18
C -4.790 1.718 2.503 -0.50
O -5.911 2.169 2.570 0.09
C -3.866 2.150 1.395 -0.10
C -4.100 3.374 0.783 0.03
C -3.279 3.768 -0.256 -0.01
C -2.262 2.927 -0.669 -0.10
N -2.049 1.735 -0.092 -0.11
C -2.838 1.355 0.924 -0.06
H -4.885 0.570 4.162 0.12
H -3.310 0.661 3.482 0.10
H -4.924 3.984 1.129 0.14
H -3.419 4.715 -0.759 0.12
H -1.612 3.195 -1.492 0.09
H -2.642 0.371 1.325 0.11
C -3.356 -2.990 -1.240 -0.21
S -1.728 -2.273 -1.365 1.03
O -1.840 -1.110 -0.336 -0.66
C -0.784 -3.542 -0.574 -0.40
C 0.315 -4.028 -1.262 -0.07
C 1.071 -5.042 -0.683 -0.04
C 0.714 -5.548 0.554 -0.07
C -0.386 -5.039 1.241 -0.07
C -1.137 -4.021 0.686 -0.08
H -3.601 -3.156 -0.194 0.06
H -3.344 -3.932 -1.787 0.08
H -4.059 -2.296 -1.696 0.06
H 0.609 -3.588 -2.205 0.11
H 1.947 -5.414 -1.195 0.12
H 1.306 -6.336 1.002 0.11
H -0.650 -5.437 2.212 0.11
H -1.980 -3.601 1.220 0.11
C 1.986 3.838 -0.574 -0.02
C 1.208 2.749 -0.246 -0.10
N 0.630 1.998 -1.196 -0.12
C 0.809 2.297 -2.485 -0.07
C 1.533 3.406 -2.894 -0.18
C 2.152 4.167 -1.909 0.01
C 1.704 3.749 -4.314 -0.02
C 0.829 3.702 -5.320 -0.02
C -0.610 3.373 -5.345 -0.26
C -1.219 3.173 -6.580 0.00
C -2.570 2.876 -6.590 -0.11
N -3.284 2.791 -5.472 0.09
C -2.617 3.016 -4.348 -0.20
N -1.327 3.299 -4.215 0.13
H 2.461 4.409 0.209 0.12
H 1.053 2.428 0.773 0.12
H 0.354 1.625 -3.196 0.13
H 2.761 5.017 -2.190 0.13
H 2.699 4.103 -4.563 0.12
H 1.215 3.976 -6.295 0.11
H -0.655 3.245 -7.499 0.12
H -3.097 2.701 -7.520 0.12
H -3.197 2.958 -3.432 0.10
```



No. 3
Entry from the OMol25 dataset: a molecular structure, C38H34N5O5PtS (ωB97M-V/def2-TZVPD).

The value obtained for the HOMO-LUMO gap is 8.1 eV. Its charge is +1. The lowest unoccupied orbital energy is -3.11 eV.

XYZ file:
```
84
Properties=species:S:1:pos:R:3:lowdin_charge:R:1
Pt 0.457 -1.286 0.721 1.09
O 2.472 0.867 0.489 -0.03
C 2.127 1.573 -0.706 -0.33
C 1.298 0.619 -1.593 -0.59
O 1.265 0.760 -2.793 0.12
O 0.575 -0.279 -1.011 -0.21
C 3.386 1.965 -1.464 -0.16
C 3.393 3.077 -2.298 -0.01
C 4.527 3.400 -3.022 -0.06
C 5.669 2.615 -2.926 -0.07
C 5.663 1.496 -2.111 -0.07
C 4.523 1.168 -1.388 -0.03
C 1.268 2.772 -0.309 -0.15
C 1.847 3.775 0.464 -0.02
C 1.091 4.842 0.917 -0.06
C -0.258 4.926 0.594 -0.08
C -0.839 3.936 -0.181 -0.08
C -0.080 2.861 -0.628 -0.02
H 3.384 1.098 0.703 0.10
H 2.504 3.686 -2.388 0.13
H 4.520 4.269 -3.666 0.11
H 6.554 2.872 -3.490 0.11
H 6.540 0.867 -2.041 0.11
H 4.529 0.263 -0.791 0.12
H 2.902 3.724 0.705 0.13
H 1.557 5.617 1.510 0.11
H -0.846 5.768 0.934 0.11
H -1.885 4.000 -0.450 0.11
H -0.552 2.107 -1.247 0.12
N 2.894 -2.021 -4.183 0.20
C 3.343 -3.144 -3.582 -0.49
O 4.120 -3.916 -4.104 0.07
C 2.860 -3.428 -2.177 -0.08
C 3.215 -4.625 -1.581 0.04
C 2.797 -4.860 -0.283 0.00
C 2.037 -3.910 0.369 -0.11
N 1.672 -2.748 -0.202 -0.07
C 2.095 -2.530 -1.461 -0.03
H 3.238 -1.838 -5.112 0.13
H 2.234 -1.371 -3.789 0.08
H 3.815 -5.333 -2.139 0.13
H 3.047 -5.774 0.234 0.12
H 1.696 -4.096 1.373 0.07
H 1.791 -1.611 -1.904 0.08
C 0.693 -2.766 3.797 -0.17
S -0.256 -2.658 2.294 0.71
O -0.478 -4.014 1.793 -0.42
C -1.812 -2.029 2.890 -0.37
C -2.932 -2.508 2.226 -0.06
C -4.177 -1.994 2.559 -0.05
C -4.287 -1.021 3.540 -0.05
C -3.157 -0.559 4.203 -0.06
C -1.906 -1.061 3.880 -0.08
H 0.126 -3.393 4.482 0.09
H 0.868 -1.777 4.211 0.06
H 1.641 -3.233 3.544 0.06
H -2.823 -3.268 1.466 0.12
H -5.058 -2.359 2.052 0.12
H -5.259 -0.625 3.800 0.12
H -3.248 0.191 4.976 0.12
H -1.031 -0.692 4.395 0.11
C -0.919 2.270 2.593 -0.03
C -0.169 1.179 2.213 -0.11
N -0.664 0.259 1.372 -0.13
C -1.892 0.396 0.867 -0.06
C -2.718 1.463 1.205 -0.17
C -2.201 2.406 2.091 -0.01
C -4.068 1.689 0.673 -0.02
C -4.846 1.095 -0.242 -0.01
C -4.678 -0.049 -1.153 -0.26
C -5.684 -0.301 -2.081 0.00
C -5.505 -1.365 -2.945 -0.11
N -4.422 -2.135 -2.910 0.10
C -3.521 -1.817 -1.992 -0.18
N -3.591 -0.825 -1.115 0.11
H -0.496 3.007 3.260 0.13
H 0.845 1.026 2.551 0.12
H -2.231 -0.361 0.172 0.08
H -2.802 3.262 2.368 0.13
H -4.524 2.566 1.123 0.11
H -5.809 1.575 -0.377 0.11
H -6.571 0.315 -2.131 0.12
H -6.252 -1.610 -3.691 0.12
H -2.629 -2.430 -1.952 0.12
```